Entry 1:
C28H43BrN2P2Zn as an isolated structure at a distorted geometry, computed with ωB97M-V/def2-TZVPD.

Last column: Mulliken charge in e.
Atoms and positions in Å:
C1 2.796 4.494 -0.788  -0.122
C2 1.603 4.268 -1.518  0.546
C3 1.798 3.792 -2.821  -0.138
C4 3.053 3.904 -3.442  -0.547
N1 4.135 4.297 -2.770  -0.512
C5 4.021 4.594 -1.473  -0.439
C6 0.242 4.369 -1.018  -0.127
C7 -0.651 3.728 -0.403  -0.238
C8 -1.612 3.251 0.515  0.161
C9 -1.154 2.608 1.709  -0.565
C10 -2.023 1.910 2.551  -0.964
C11 -3.176 1.581 1.846  0.635
C12 -3.816 2.212 0.779  -0.015
C13 -3.012 3.196 0.190  -0.634
Zn1 -2.891 -0.166 2.494  0.279
P1 1.213 -0.564 0.360  0.684
H1 0.994 3.331 -3.375  0.459
H2 2.825 4.593 0.290  0.436
H3 3.167 3.719 -4.519  0.386
H4 4.934 4.973 -0.985  0.372
H5 -3.407 3.884 -0.564  0.488
H6 -0.100 2.565 1.986  0.527
H7 -4.792 1.920 0.347  0.528
H8 -1.725 1.453 3.511  0.660
C14 2.078 -2.181 0.551  -0.914
C15 3.265 -2.521 -0.332  -1.471
H9 1.296 -2.941 0.403  0.601
H10 2.369 -2.242 1.608  0.688
H11 3.573 -3.553 -0.120  0.455
H12 3.033 -2.481 -1.401  0.265
H13 4.141 -1.894 -0.139  0.289
C16 1.523 -0.048 -1.398  -0.032
C17 2.902 0.420 -1.837  -1.250
H14 0.811 0.775 -1.570  0.239
H15 1.198 -0.891 -2.026  0.098
H16 2.854 0.678 -2.904  0.444
H17 3.219 1.334 -1.320  0.067
H18 3.680 -0.347 -1.728  0.238
C18 2.278 0.623 1.289  0.104
C19 3.776 0.346 1.376  -1.455
H19 1.864 0.651 2.311  0.375
H20 2.102 1.613 0.839  -0.156
H21 4.228 1.110 2.022  0.453
H22 4.002 -0.630 1.825  0.331
H23 4.286 0.415 0.406  0.243
Br1 -4.217 -2.112 2.674  -0.414
P2 -1.881 -2.076 -0.965  0.818
C20 -0.726 -2.828 -2.123  -0.245
C21 -1.240 -4.057 -2.861  -1.399
H24 0.171 -3.101 -1.535  0.127
H25 -0.428 -2.040 -2.828  0.343
H26 -0.434 -4.438 -3.500  0.442
H27 -1.520 -4.862 -2.168  0.311
H28 -2.098 -3.827 -3.510  0.269
C22 -3.126 -3.364 -0.531  -0.151
C23 -4.446 -3.428 -1.293  -1.261
H29 -3.373 -3.160 0.531  -0.092
H30 -2.600 -4.328 -0.574  0.426
H31 -5.105 -4.132 -0.756  0.428
H32 -4.976 -2.462 -1.319  0.260
H33 -4.327 -3.819 -2.318  0.267
C24 -2.817 -0.755 -1.796  -0.308
C25 -3.203 -1.000 -3.253  -1.259
H34 -2.117 0.097 -1.770  0.302
H35 -3.662 -0.450 -1.159  0.384
H36 -3.681 -0.107 -3.674  0.414
H37 -2.312 -1.179 -3.863  0.319
H38 -3.902 -1.828 -3.420  0.249
C26 0.929 -0.389 6.374  -1.257
C27 -0.425 -0.102 5.716  -0.249
C28 -0.521 -0.586 4.348  0.612
N2 -0.798 -0.905 3.252  -0.568
H39 1.245 -1.430 6.250  0.374
H40 0.833 -0.145 7.431  0.358
H41 1.702 0.235 5.916  0.344
H42 -1.265 -0.572 6.285  0.386
H43 -0.580 1.000 5.680  0.297

HOMO energy (spin up / spin down), eV: -13.63 / -13.95
Relative energy (zero: lowest compared OMol25 entry of this formula, charge and spin), kJ/mol: 333.2
Net charge: +2



Entry 2:
A 5-piece molecular cluster, C28H43ClFNO10 overall at a distorted geometry, computed with ωB97M-V/def2-TZVPD.

Last column: Mulliken charge in e.
Atoms and positions in Å:
C1 0.110 -2.632 1.893  -1.041
C2 -1.165 -1.775 2.182  -1.199
C3 -0.904 -0.261 2.440  0.976
C4 -2.215 0.602 2.508  -1.617
C5 0.092 0.392 1.482  0.285
C6 1.150 1.157 2.021  -0.891
C7 2.092 1.774 1.187  0.056
Cl1 3.380 2.768 1.889  -0.215
C8 2.083 1.650 -0.210  -0.711
C9 1.043 0.899 -0.745  -0.065
C10 0.058 0.301 0.083  1.411
C11 -0.973 -0.405 -0.782  -0.306
O1 -2.093 -0.761 -0.584  -0.522
N1 -0.258 -0.532 -2.057  0.295
F1 -1.232 -0.147 -3.023  -0.272
C12 0.705 0.552 -2.182  0.022
O2 1.126 0.997 -3.215  -0.557
H1 -0.165 -3.359 1.093  0.031
H2 0.310 -3.257 2.783  0.293
H3 1.018 -2.056 1.661  0.392
H4 -1.606 -2.178 3.113  0.610
H5 -1.922 -1.970 1.405  0.576
H6 -0.450 -0.175 3.460  0.407
H7 -2.376 0.921 3.557  0.345
H8 -3.113 0.021 2.237  0.374
H9 -2.131 1.538 1.932  0.292
H10 1.263 1.298 3.101  0.490
H11 2.820 2.125 -0.861  0.560
C13 -2.706 -3.965 8.157  -0.973
C14 -1.612 -4.320 7.171  -0.449
O3 -1.471 -3.315 6.162  -0.366
C15 -0.730 -2.205 6.307  0.875
C16 -0.226 -1.826 7.678  -1.289
O4 -0.542 -1.493 5.358  -0.496
H12 -2.478 -3.044 8.695  0.272
H13 -2.840 -4.766 8.884  0.362
H14 -3.649 -3.803 7.633  0.304
H15 -0.656 -4.517 7.659  0.369
H16 -1.884 -5.234 6.643  0.322
H17 -0.930 -1.132 8.136  0.288
H18 0.738 -1.333 7.563  0.331
H19 -0.065 -2.674 8.340  0.381
C17 -0.058 1.382 -6.063  -0.743
C18 0.727 2.628 -5.713  -0.289
O5 1.701 2.932 -6.723  -0.367
C19 1.430 3.629 -7.838  0.694
C20 -0.009 3.889 -8.215  -0.860
O6 2.329 3.974 -8.557  -0.583
H20 -0.625 1.510 -6.987  0.349
H21 -0.753 1.130 -5.263  0.126
H22 0.620 0.541 -6.218  0.282
H23 0.082 3.490 -5.523  0.283
H24 1.287 2.455 -4.802  0.284
H25 -0.342 3.112 -8.902  0.236
H26 -0.063 4.854 -8.714  0.303
H27 -0.686 3.938 -7.366  0.313
C21 0.550 6.267 -1.367  -0.935
C22 -0.808 5.905 -0.800  -0.485
O7 -0.784 4.620 -0.170  -0.402
C23 -0.399 4.417 1.101  0.874
C24 0.303 5.522 1.849  -1.144
O8 -0.553 3.333 1.598  -0.450
H28 1.305 6.343 -0.584  0.267
H29 0.502 7.220 -1.894  0.387
H30 0.887 5.497 -2.062  0.242
H31 -1.194 6.665 -0.120  0.385
H32 -1.529 5.822 -1.613  0.347
H33 1.381 5.389 1.749  0.231
H34 0.031 5.451 2.901  0.329
H35 0.027 6.522 1.523  0.395
C25 2.693 -4.733 -3.376  -0.889
C26 2.123 -6.013 -2.799  -0.415
O9 1.599 -5.804 -1.484  -0.361
C27 0.357 -5.351 -1.238  0.763
C28 -0.455 -4.767 -2.368  -0.782
O10 -0.060 -5.348 -0.111  -0.593
H36 1.926 -3.966 -3.489  0.212
H37 3.140 -4.920 -4.354  0.357
H38 3.456 -4.326 -2.712  0.294
H39 1.373 -6.467 -3.449  0.360
H40 2.921 -6.746 -2.687  0.315
H41 -0.316 -3.685 -2.384  0.042
H42 -1.504 -4.990 -2.186  0.325
H43 -0.214 -5.179 -3.345  0.354

HOMO energy, eV: -9.53
Structure (SMILES): CC[C@H](C)c1cc(Cl)cc2c1C(=O)N(F)C2=O.CCOC(C)=O.CCOC(C)=O.CCOC(C)=O.CCOC(C)=O
Net charge: 0



Entry 3:
C28H43CsF6NO5PS2 as an isolated structure at a distorted geometry, computed with ωB97M-V/def2-TZVPD.

Last column: Mulliken charge in e.
Atoms and positions in Å:
C1 2.469 -2.684 3.499  -0.869
C2 2.008 -2.674 2.055  -0.041
C3 1.200 -1.441 1.339  0.634
P1 2.190 -0.502 -0.011  1.020
S1 3.985 -1.597 0.542  -0.319
C4 2.953 0.834 1.185  -1.663
O1 3.005 0.387 2.584  -0.117
C5 3.543 1.413 3.488  0.571
F1 2.927 2.756 3.353  -0.267
F2 3.198 0.949 4.884  -0.237
F3 5.043 1.506 3.480  -0.233
C6 3.323 0.130 -1.445  0.938
C7 3.491 1.698 -1.846  -0.431
C8 4.443 2.109 -3.068  -0.304
N1 5.314 1.306 -3.968  -0.513
C9 5.128 -0.115 -3.563  -0.259
C10 4.223 -0.801 -2.432  -0.576
O2 1.610 -1.626 -1.218  -0.394
C11 0.370 -1.106 -1.886  -0.604
C12 0.560 -1.288 -3.505  -0.103
C13 0.396 -2.913 -3.867  -0.780
C14 -1.169 -3.384 -4.031  -0.041
S2 -2.104 -2.558 -5.428  -0.274
C15 -0.105 0.388 -1.300  0.375
C16 -0.173 1.635 -2.357  -0.458
C17 -1.055 2.927 -1.887  -0.888
C18 -0.689 3.561 -0.428  0.062
C19 -2.044 3.534 0.552  -1.020
C20 -1.681 3.017 2.098  -0.092
C21 -3.047 2.729 2.967  -1.109
C22 -3.336 1.150 3.296  -0.162
C23 -2.097 0.346 4.007  0.700
O3 -1.667 -0.843 3.256  -0.298
C24 -2.375 -2.061 3.678  0.431
C25 -2.875 -3.082 2.453  -0.500
O4 -2.616 -2.449 4.933  -0.573
C26 -1.564 0.004 -0.584  1.786
C27 -2.817 -0.061 -1.639  -0.470
C28 -3.948 -1.154 -1.068  0.647
F4 -3.721 -2.536 -1.550  -0.247
F5 -5.244 -0.707 -1.704  -0.319
F6 -4.170 -1.045 0.398  -0.209
O5 0.883 0.625 -0.235  0.068
H1 1.775 -2.448 4.413  0.225
H2 3.627 -2.907 3.656  0.155
H3 2.231 -3.690 1.467  0.313
H4 0.683 -0.713 2.130  -0.420
H5 0.282 -1.949 0.768  -0.068
H6 3.820 -2.840 -0.097  0.163
H7 2.428 1.865 1.008  0.521
H8 4.088 0.925 0.826  0.515
H9 2.906 2.521 -1.240  0.118
H10 4.469 3.280 -3.313  0.241
H11 5.784 -0.874 -4.214  0.268
H12 4.208 -1.973 -2.313  0.128
H13 -0.376 -2.004 -1.640  -0.430
H14 1.634 -1.000 -3.909  0.158
H15 -0.238 -0.747 -4.167  0.208
H16 0.952 -3.541 -3.045  0.219
H17 0.909 -3.081 -4.919  0.403
H18 -1.717 -3.108 -3.034  -0.139
H19 -1.245 -4.571 -4.124  0.382
H20 -3.307 -2.025 -4.862  0.122
H21 0.868 2.038 -2.724  0.221
H22 -0.708 1.211 -3.338  0.270
H23 -0.844 3.784 -2.691  0.486
H24 -2.232 2.766 -1.932  0.220
H25 -0.473 4.724 -0.589  0.509
H26 0.263 3.131 0.094  -0.147
H27 -2.844 2.739 0.159  0.264
H28 -2.586 4.571 0.530  0.389
H29 -1.073 3.892 2.584  1.078
H30 -1.011 2.037 2.007  -0.602
H31 -3.047 3.300 3.994  0.241
H32 -4.003 3.126 2.374  0.358
H33 -3.737 0.536 2.364  -0.010
H34 -4.236 1.132 4.081  0.373
H35 -1.157 1.079 4.037  -1.185
H36 -2.371 0.142 5.133  0.422
H37 -2.365 -4.122 2.623  0.319
H38 -2.490 -2.703 1.388  -0.045
H39 -4.035 -3.257 2.453  0.279
H40 -1.733 0.775 0.308  -1.223
H41 -1.531 -1.063 -0.050  -0.486
H42 -3.430 0.960 -1.725  0.241
H43 -2.459 -0.337 -2.719  0.189
Cs1 0.556 2.039 3.225  1.895

HOMO energy, eV: -6.59
Net charge: 0



Number 1: E -6237.50900 Ha. Number 2: E -2459.87921 Ha. Number 3: E -3279.88155 Ha.